*A*
Here is a 12-piece molecular cluster, C4H30N2O13 overall from the OMol25 dataset. Energies are from ωB97M-V/def2-TZVPD.

Structure (XYZ):
```
49
Properties=species:S:1:pos:R:3:nbo_charge:R:1
O -1.03 2.53 1.17 -0.973
O 1.62 3.70 -0.39 -0.981
O 2.33 0.15 -3.85 -0.960
O 2.56 -2.51 -1.96 -0.967
O -1.05 2.73 -2.15 -0.971
O -2.24 -0.61 -2.34 -0.564
O -2.12 -2.74 1.12 -0.627
O 0.81 -2.61 1.91 -0.999
O -2.95 -0.01 1.41 -0.938
O 0.00 -0.14 2.10 -0.983
O -0.29 1.87 3.93 -0.954
O 1.34 -4.26 -0.11 -0.978
O 1.23 3.31 2.61 -1.001
N -1.28 -1.59 -0.49 -0.687
N 0.53 0.56 -0.75 -0.705
C -2.43 -2.05 0.14 0.548
C 0.07 -0.16 -1.97 -0.377
C 2.00 0.61 -0.75 -0.451
C -1.27 -0.71 -1.61 0.686
H 1.99 -4.49 0.52 0.481
H -1.59 2.19 -1.60 0.488
H -1.52 3.25 -2.78 0.496
H 0.24 1.54 -1.04 0.417
H -0.15 0.54 -2.85 0.260
H -0.34 -1.72 -0.18 0.412
H 2.08 -0.57 -4.38 0.481
H -0.49 2.58 1.95 0.498
H -2.01 -0.04 1.28 0.468
H -1.15 1.86 4.40 0.480
H 1.44 3.64 -1.33 0.478
H -0.17 -2.38 1.85 0.501
H 0.90 -2.10 2.75 0.494
H 2.24 -3.39 -2.21 0.481
H -0.76 1.67 0.84 0.461
H 0.74 3.73 0.12 0.502
H 0.36 1.82 4.69 0.479
H -3.49 -1.77 -0.12 0.217
H 1.98 2.76 2.54 0.502
H 2.57 -0.26 -0.91 0.212
H -2.75 0.46 2.27 0.477
H 2.27 -2.72 -1.07 0.483
H 0.60 0.59 2.35 0.481
H 2.52 1.37 -1.52 0.191
H 0.65 -3.73 0.39 0.505
H 0.81 -0.94 -2.06 0.249
H 0.29 -0.12 1.16 0.489
H 2.32 1.06 0.16 0.206
H 1.14 4.23 2.66 0.512
H 2.50 -0.01 -2.94 0.481
```

Calculated values
- LUMO: -0.0049 hartree
- Kohn-Sham gap: 9.7 eV
- SMILES string: CNCC(=O)NC=O.O.O.O.O.O.O.O.O.O.O.O
- Total charge: 0
- HOMO level: -9.9 eV


*B*
Here is a 12-piece molecular cluster, C4H30N2O13 overall from the OMol25 dataset. Energies are from ωB97M-V/def2-TZVPD.

Structure (XYZ):
```
49
Properties=species:S:1:pos:R:3:nbo_charge:R:1
O -3.21 1.13 0.01 -0.945
O 3.34 1.80 0.80 -0.991
O 2.82 -0.08 -1.97 -0.989
O 0.09 -1.37 -3.07 -0.969
O -3.15 -1.78 -0.27 -0.966
O -1.64 -2.93 1.78 -0.571
O -2.38 -0.20 2.65 -0.943
O -1.17 2.73 -2.61 -1.007
O 0.85 2.53 1.23 -0.973
O 1.48 1.97 -3.12 -0.969
O 2.47 -1.45 2.73 -0.656
O -1.45 3.17 -0.14 -1.012
O -2.49 -0.28 -2.44 -1.018
N 1.58 0.59 3.02 -0.840
N 0.60 -0.82 1.50 -0.658
C 1.60 -0.66 2.46 0.774
C 0.36 -2.12 0.88 -0.160
C 1.54 -2.86 0.23 -0.639
C -0.45 -3.07 1.81 0.471
H 2.46 -0.10 -1.07 0.501
H -2.06 -1.11 2.60 0.471
H -2.44 -0.04 3.60 0.475
H 1.93 1.45 -3.82 0.477
H -1.59 3.41 -1.10 0.512
H -1.58 -0.60 -2.69 0.496
H -2.70 -0.76 -1.62 0.485
H 0.14 -1.27 -4.01 0.491
H 1.38 -3.94 0.25 0.221
H -3.59 -1.09 0.23 0.491
H 3.71 0.33 -1.97 0.508
H 0.78 1.14 3.11 0.413
H -0.27 -1.97 -0.01 0.219
H -2.72 0.60 -0.64 0.483
H 2.42 0.73 3.58 0.405
H -2.52 -2.10 0.41 0.488
H 0.83 -0.99 -2.58 0.499
H -1.67 1.91 -2.70 0.495
H 0.28 3.27 1.39 0.503
H 1.94 1.53 -2.37 0.494
H 1.80 -2.47 -0.75 0.219
H -3.30 1.94 -0.48 0.452
H 3.48 1.15 1.51 0.460
H -2.32 2.88 0.21 0.465
H 2.44 -2.69 0.82 0.252
H 0.15 -3.84 2.31 0.149
H -0.21 2.54 -2.85 0.519
H -0.30 -0.43 1.76 0.412
H 2.39 2.05 0.94 0.497
H 0.35 2.18 0.48 0.503
```

Calculated values
- LUMO: -0.0036 hartree
- Kohn-Sham gap: 9.9 eV
- SMILES string: C[C@@H](C=O)NC(N)=O.O.O.O.O.O.O.O.O.O.O.O
- Total charge: 0
- HOMO level: -10.0 eV


Stability order, top to bottom: *B*, *A*


*A*
Here is C2H8OS as an isolated structure from the OMol25 dataset. Energies are from ωB97M-V/def2-TZVPD.

Structure (XYZ):
```
12
Properties=species:S:1:pos:R:3:nbo_charge:R:1
S 0.08 1.34 -1.04 0.008
O -1.56 1.04 1.10 -0.968
C -0.04 -0.44 -0.86 -0.575
C 0.65 -1.05 0.39 -0.631
H -0.88 0.89 0.40 0.430
H 1.00 -2.09 0.32 0.220
H 1.49 -0.42 0.72 0.207
H 1.42 1.50 -1.04 0.132
H -0.15 -0.99 1.14 0.232
H -1.08 -0.82 -0.82 0.250
H 0.47 -0.91 -1.72 0.227
H -1.40 1.96 1.41 0.468
```

Calculated values
- LUMO: 0.0267 hartree
- Kohn-Sham gap: 10.1 eV
- Total charge: 0
- HOMO level: -9.4 eV


*B*
Here is a 2-piece molecular cluster, C2H8OS overall from the OMol25 dataset. Energies are from ωB97M-V/def2-TZVPD.

Structure (XYZ):
```
12
Properties=species:S:1:pos:R:3:nbo_charge:R:1
S 0.67 0.96 2.52 -0.291
O 0.60 -0.30 -2.55 -0.706
C -0.35 -1.15 -1.74 -0.118
C -1.53 -0.43 -1.23 -0.690
H -2.60 -0.67 -1.35 0.238
H -0.69 -1.97 -2.43 0.185
H -1.67 0.60 -1.70 0.244
H 0.93 0.02 -1.69 0.455
H 0.38 -1.64 -1.08 0.186
H 1.19 0.56 3.70 0.149
H -0.19 -0.08 2.58 0.142
H -1.51 -0.28 -0.11 0.207
```

Calculated values
- LUMO: 0.0243 hartree
- Kohn-Sham gap: 10.7 eV
- SMILES string: CCO.S
- Total charge: 0
- HOMO level: -10.0 eV


Stability order, top to bottom: *A*, *B*